41
Properties=species:S:1:pos:R:3:forces:R:3 method="wB97M-V/def2-TZVPD" total_charge=0 total_energy_ev=-43994.451 orbital_gap_ev=8.6 relative_energy_kcal_mol=86.1
C 3.480 0.492 -2.419 -2.8 -0.8 2.0
C 1.973 0.874 -2.551 -0.4 0.8 -1.7
C 1.180 1.508 -1.646 2.8 -0.9 -0.1
C 1.732 1.563 -0.261 -1.9 -0.1 1.8
N 0.756 1.578 0.606 0.8 0.7 1.4
C 1.376 1.577 1.862 0.5 -1.6 -3.0
C 0.577 1.470 3.100 -0.1 -0.2 0.6
N -0.400 0.300 3.162 -0.6 2.8 -0.7
C 0.052 -0.967 3.013 0.0 -1.4 -1.0
N -0.659 -2.041 3.186 1.3 0.6 -0.8
C -1.979 -1.935 3.576 -1.2 -0.2 0.2
N -2.673 -3.098 3.718 -0.3 -0.1 0.9
C -3.862 -3.088 4.350 2.1 4.2 -0.1
C -4.437 -1.852 4.830 1.4 0.6 -0.1
C -3.756 -0.605 4.647 0.6 -1.5 -1.2
C -2.526 -0.688 3.912 -0.2 0.0 -0.5
C -1.685 0.540 3.658 -1.0 -0.8 4.5
O -2.002 1.505 4.372 1.0 0.3 -2.4
N 2.678 1.469 1.768 -0.3 0.1 0.0
O 2.979 1.463 0.378 -2.3 0.5 -0.6
C 1.369 0.610 -3.894 -0.8 -1.0 -1.5
C 0.009 0.166 -3.982 -2.4 -0.9 0.5
C -0.612 -0.389 -5.156 1.5 0.0 0.8
C 0.162 -0.487 -6.316 0.1 1.9 1.7
Cl -0.483 -1.081 -7.746 -0.6 -0.8 -1.2
C 1.388 0.131 -6.341 3.0 -0.1 0.7
C 2.085 0.600 -5.128 -3.1 -1.3 -1.2
H 3.959 1.325 -2.023 1.2 1.5 0.6
H 3.569 -0.280 -1.618 0.0 0.3 -0.8
H 3.939 0.189 -3.318 0.2 -0.5 -1.0
H 0.106 1.837 -1.779 1.7 -0.5 0.2
H 1.260 1.217 3.887 0.4 0.6 0.7
H 0.139 2.486 3.235 -0.4 -1.3 0.4
H 1.107 -0.989 2.599 -1.2 -0.4 0.8
H -4.259 -3.979 4.730 -0.7 -1.5 -0.3
H -5.304 -1.966 5.466 -0.2 0.4 -0.1
H -3.997 0.430 4.973 -0.4 -1.2 0.0
H -0.716 0.146 -3.056 1.9 0.1 -1.7
H -1.577 -0.907 -5.239 0.2 0.7 0.8
H 1.942 0.009 -7.320 -0.4 0.6 1.4
H 3.108 0.870 -5.238 0.6 0.3 0.1

=====

16
Properties=species:S:1:pos:R:3:forces:R:3 method="wB97M-V/def2-TZVPD" total_charge=+1 total_energy_ev=-7735.930 orbital_gap_ev=8.1 relative_energy_kcal_mol=53.8
C 0.837 -1.790 0.999 -0.4 -0.1 -0.2
C 1.769 0.394 0.460 -1.4 -1.0 -1.1
N 1.815 -0.888 0.402 0.7 1.2 -0.6
H 1.174 -2.813 0.872 0.0 0.0 0.1
H -0.121 -1.646 0.495 0.1 -0.1 0.0
H 0.721 -1.543 2.049 0.1 -0.1 0.1
H 0.796 0.789 0.747 0.5 0.6 0.8
H 2.526 0.967 -0.058 0.0 0.2 0.2
H 2.505 -1.230 -0.262 0.3 -0.6 0.6
N -2.192 1.626 -0.013 0.5 0.0 -0.1
C -1.699 0.806 -0.973 0.0 0.1 -0.4
N -0.537 0.970 -1.500 -0.1 -0.8 0.6
H -1.631 2.454 0.126 -0.3 0.2 0.1
H -3.189 1.725 0.050 -0.1 0.0 0.2
H -2.373 -0.001 -1.269 0.0 0.0 0.0
H -0.400 0.179 -2.126 0.2 0.3 -0.2

=====

16
Properties=species:S:1:pos:R:3:forces:R:3 method="wB97M-V/def2-TZVPD" total_charge=0 total_energy_ev=-9879.199 orbital_gap_ev=10.6 relative_energy_kcal_mol=19.9 smiles="CCCNC(=O)O"
C -2.316 -0.650 0.014 0.7 -0.6 -0.1
C -1.093 0.269 -0.096 -1.5 1.0 1.1
C 0.196 -0.261 -0.651 0.5 0.3 -1.0
N 1.228 -0.415 0.382 -0.7 0.1 -1.5
C 2.353 0.332 0.561 -0.3 -0.3 -0.1
O 3.125 0.156 1.466 0.1 0.4 0.1
O 2.533 1.261 -0.451 -0.5 -1.0 -0.2
H -2.001 -1.589 0.478 -0.1 0.0 0.3
H -3.045 -0.176 0.668 -0.2 -0.1 -0.2
H -2.764 -0.978 -0.928 0.0 0.5 0.0
H -1.394 1.221 -0.560 0.1 -0.4 -0.3
H -0.933 0.602 0.939 0.4 -0.2 -0.1
H 0.500 0.394 -1.461 0.7 0.4 0.4
H 0.065 -1.161 -1.256 -0.1 -0.6 0.7
H 0.993 -1.155 1.014 0.7 0.0 0.6
H 2.553 2.151 -0.120 0.4 0.5 0.5

=====

10
Properties=species:S:1:pos:R:3:forces:R:3 method="wB97M-V/def2-TZVPD" total_charge=0 total_energy_ev=-23174.115 orbital_gap_ev=11.9 relative_energy_kcal_mol=38.9
C 0.712 -0.600 0.150 -2.5 1.4 1.4
C 0.377 0.866 -0.127 -2.4 -0.4 0.1
O -2.215 -1.078 0.766 0.5 0.5 -0.7
O -0.102 -1.306 -0.720 -1.6 -0.9 -0.2
O 1.237 1.733 -0.693 0.2 -0.3 -2.2
O 0.610 2.019 0.567 -0.6 -0.6 1.8
O -1.094 0.775 -0.583 1.9 0.9 0.6
S -1.721 -0.724 -0.547 1.6 -0.4 0.0
H 1.688 -0.822 -0.001 3.1 -0.5 -1.0
H 0.509 -0.862 1.188 -0.3 0.2 0.2

=====

8
Properties=species:S:1:pos:R:3:forces:R:3 method="wB97M-V/def2-TZVPD" total_charge=+1 total_energy_ev=-10190.951 orbital_gap_ev=11.2 relative_energy_kcal_mol=41.4
C -2.544 0.621 -0.089 5.5 -0.2 1.5
C -0.033 0.873 0.214 0.9 0.2 -1.6
C 0.565 -1.448 -0.146 0.0 0.5 0.2
N -1.322 0.578 0.219 -6.5 -0.9 -1.1
N 0.943 -0.274 -0.130 2.5 3.0 0.5
O -0.058 -2.359 -0.099 -1.2 -3.2 -0.1
O 0.499 1.901 0.185 0.7 1.6 0.8
H 1.950 0.105 -0.155 -1.8 -1.1 -0.1

=====

61
Properties=species:S:1:pos:R:3:forces:R:3 method="wB97M-V/def2-TZVPD" total_charge=0 total_energy_ev=-146261.661 orbital_gap_ev="8.0 / 7.7" relative_energy_kcal_mol=2.4 spin_multiplicity=2
Co -0.672 -0.110 0.508 0.2 0.3 -0.2
C 0.532 -0.743 3.353 0.0 -0.1 0.0
C 0.521 0.486 2.481 0.0 -0.1 0.1
C 1.652 0.876 1.762 0.0 0.0 -0.1
C 1.658 2.049 1.012 0.0 0.0 0.0
C 2.846 2.388 0.154 0.0 0.0 0.0
C 0.536 2.879 1.035 0.0 0.1 -0.1
C -0.609 2.529 1.735 -0.1 -0.1 -0.1
C -1.831 3.405 1.764 0.1 0.0 0.0
C -0.612 1.304 2.416 -0.3 -0.1 0.3
H -0.474 -1.149 3.481 0.0 0.0 0.0
H 0.925 -0.499 4.341 0.0 0.0 0.0
H 1.164 -1.525 2.925 0.0 0.0 0.0
H 2.533 0.241 1.772 0.0 0.0 0.0
H 2.694 2.009 -0.862 0.0 0.0 0.0
H 3.761 1.941 0.544 0.0 0.0 0.0
H 2.992 3.466 0.078 0.0 0.0 0.0
H 0.546 3.808 0.472 0.0 -0.1 0.0
H -2.497 3.142 0.941 0.0 0.0 -0.1
H -1.556 4.454 1.651 0.0 0.0 0.0
H -2.370 3.289 2.705 0.0 0.0 0.0
H -1.494 1.029 2.985 0.0 0.0 0.0
C -4.671 -1.234 1.198 0.0 0.0 0.0
C -4.545 -2.620 1.233 0.1 0.0 0.0
C -3.295 -3.198 1.077 -0.2 0.0 0.1
C -2.184 -2.378 0.898 0.4 -0.4 -0.1
C -2.292 -0.987 0.869 -0.1 0.1 -0.1
C -3.554 -0.424 1.017 -0.1 0.0 0.1
C -0.822 -2.890 0.637 -0.3 -0.3 0.3
C -0.416 -4.241 0.835 -0.2 0.2 0.0
C 0.872 -4.588 0.593 0.2 -0.1 0.0
C 1.794 -3.624 0.106 0.1 -0.3 0.0
C 3.140 -3.928 -0.217 -0.1 0.0 0.0
C 3.961 -2.964 -0.724 0.0 0.2 0.0
C 3.468 -1.652 -0.939 0.2 -0.2 0.0
C 2.180 -1.330 -0.624 -0.1 0.0 0.0
C 1.325 -2.319 -0.079 -0.1 0.4 -0.1
N 0.036 -1.977 0.233 0.1 0.3 0.1
H -5.651 -0.783 1.301 0.0 0.0 0.0
H -5.419 -3.245 1.363 0.0 0.0 0.0
H -3.203 -4.278 1.074 0.0 0.0 0.0
H -3.675 0.654 0.967 0.0 0.0 0.0
H -1.129 -4.963 1.205 0.0 0.0 0.0
H 1.211 -5.603 0.767 0.0 0.0 0.0
H 3.500 -4.939 -0.064 0.0 0.0 0.0
H 4.986 -3.201 -0.976 0.0 0.0 0.0
H 4.117 -0.900 -1.373 0.0 0.0 0.0
H 1.780 -0.339 -0.814 0.0 -0.1 0.0
Br 2.669 1.906 -5.530 0.1 0.0 -0.1
C 1.072 2.470 -4.695 0.0 0.0 0.0
C 0.352 3.525 -5.232 -0.2 0.1 0.1
N -0.781 3.971 -4.686 0.1 -0.2 0.1
C -1.213 3.359 -3.579 0.1 0.2 -0.3
C -0.549 2.300 -2.978 0.0 0.1 0.1
C 0.623 1.840 -3.554 0.0 -0.1 0.1
C -1.102 1.699 -1.710 -0.2 -0.3 0.0
O -2.157 2.124 -1.253 0.1 0.1 0.2
O -0.398 0.737 -1.226 0.2 0.0 -0.3
H 0.700 4.023 -6.129 0.0 0.0 0.0
H -2.131 3.718 -3.132 0.0 0.0 0.0
H 1.154 1.008 -3.112 0.0 0.0 0.0